Record 1
{
  "formula": "C16H14BBrF2N2O2Rh",
  "method": "the ωB97M-V functional and the def2-TZVPD basis",
  "species": ["Rh", "O", "C", "C", "C", "C", "C", "C", "C", "O", "N", "N", "C", "C", "Br", "C", "C", "C", "C", "C", "C", "C", "H", "H", "H", "H", "H", "H", "H", "H", "H", "H", "H", "H", "H", "H", "F", "B", "F"],
  "positions_angstrom": [[-2.45885, -0.01522, 0.57680], [1.29451, -3.99678, -0.03433], [0.19805, -4.40159, -0.75127], [0.19633, -5.50664, -1.58356], [-0.95124, -5.82370, -2.29673], [-2.09062, -5.03969, -2.18635], [-2.07873, -3.93419, -1.35141], [-0.93819, -3.61528, -0.62760], [-0.87715, -2.42544, 0.29633], [-2.14226, -1.87433, 0.52612], [-0.00117, -1.37920, -0.24568], [-0.40237, -0.11796, -0.19701], [0.30271, 0.79603, -0.98195], [0.23006, 2.09700, -0.81379], [-2.85639, 2.22774, 0.66293], [0.21787, 3.39380, -0.68983], [1.10892, 4.19562, 0.17599], [2.00312, 3.60151, 1.06145], [2.83658, 4.38524, 1.84016], [2.78365, 5.77055, 1.74025], [1.89362, 6.36706, 0.86357], [1.05622, 5.58008, 0.08531], [1.99798, -4.65273, -0.09694], [1.09021, -6.11365, -1.67869], [-0.95184, -6.69176, -2.94378], [-2.98432, -5.28906, -2.74197], [-2.96728, -3.32590, -1.24203], [-0.46704, -2.74506, 1.25882], [0.76825, -1.64141, -0.84890], [0.93234, 0.38542, -1.76822], [-0.51849, 3.94667, -1.27229], [2.03842, 2.52015, 1.14291], [3.52949, 3.91977, 2.52973], [3.43584, 6.38214, 2.35030], [1.85045, 7.44553, 0.78532], [0.35649, 6.04354, -0.60233], [-1.33661, -0.30106, 3.19231], [-2.48878, -0.12781, 2.60582], [-3.60977, -0.03937, 3.26055]],
  "forces_ev_per_a": [[0.03, -0.31, -0.56], [-0.06, -0.02, -0.05], [0.18, -0.02, 0.03], [0.02, -0.13, -0.09], [0.04, -0.02, 0.01], [-0.01, 0.01, 0.01], [-0.05, 0.00, 0.02], [-0.20, 0.18, -0.08], [0.00, 0.09, 0.02], [0.11, -0.01, 0.01], [-0.03, -0.15, -0.10], [-0.21, 0.12, -0.15], [0.03, 0.01, 0.11], [-0.01, -0.09, 0.06], [-0.06, 0.22, 0.19], [0.02, 0.19, 0.10], [-0.13, -0.15, -0.19], [0.09, -0.13, 0.12], [-0.01, -0.08, 0.00], [0.04, 0.00, 0.05], [-0.07, 0.04, -0.06], [-0.06, 0.21, -0.04], [0.00, 0.00, -0.01], [-0.04, 0.01, 0.01], [0.01, 0.03, 0.02], [0.03, 0.00, 0.01], [0.03, -0.02, -0.01], [-0.02, 0.04, 0.17], [0.04, -0.03, 0.04], [0.05, -0.11, 0.06], [0.04, -0.01, 0.01], [0.03, 0.05, 0.00], [-0.03, 0.00, -0.03], [-0.01, -0.01, -0.02], [-0.02, -0.02, -0.01], [0.05, 0.00, 0.03], [-0.02, -0.04, -0.04], [0.19, 0.25, 0.51], [-0.02, -0.09, -0.15]],
  "s_squared": 6.040,
  "multiplicity": 5,
  "e_tot_ha": -3786.947678,
  "charge": 1,
  "lumo_energy_ev": [-3.9383, -6.9877],
  "e_homo_ev": [-11.31, -11.42],
  "gap_ev": [7.4, 4.4]
}

=====

Record 2
{
  "formula": "C25H31N4O2",
  "method": "the ωB97M-V functional and the def2-TZVPD basis",
  "species": ["C", "C", "N", "N", "C", "C", "C", "C", "C", "H", "H", "H", "H", "H", "H", "C", "O", "C", "C", "C", "C", "C", "C", "C", "N", "C", "C", "N", "C", "C", "C", "C", "C", "C", "O", "C", "C", "H", "H", "H", "H", "H", "H", "H", "H", "H", "H", "H", "H", "H", "H", "H", "H", "H", "H", "H", "H", "H", "H", "H", "H", "H"],
  "positions_angstrom": [[-0.20713, -1.57350, -1.96579], [-0.78326, -0.83771, -2.99888], [-1.26294, -0.13752, -3.81636], [-0.07704, -2.94310, -2.28083], [1.06214, -3.64875, -1.95922], [1.23088, -4.94274, -2.40237], [0.20195, -5.59891, -3.08469], [-0.98257, -4.90154, -3.32681], [-1.11456, -3.58137, -2.92788], [0.63912, -1.21885, -1.37560], [1.81547, -3.08217, -1.41833], [2.18079, -5.43288, -2.20451], [0.31623, -6.62755, -3.41564], [-1.82825, -5.35450, -3.84309], [-2.01934, -2.99086, -3.09794], [-5.23769, -1.92884, 3.63775], [-5.17135, -1.82589, 2.19974], [-4.02907, -1.36011, 1.63168], [-4.00046, -1.30342, 0.21436], [-2.91816, -0.75276, -0.43019], [-1.85968, -0.15849, 0.29471], [-0.84439, 0.65945, -0.35386], [-0.56906, 1.95015, 0.03263], [0.60801, 2.66032, -0.57404], [1.99155, 2.20352, -0.03219], [2.80381, 3.43172, 0.43056], [4.16212, 2.99240, 0.91924], [4.33324, 1.51945, 0.77748], [3.29609, 0.83445, 1.58976], [1.90473, 1.21540, 1.13197], [4.16137, 1.13379, -0.65088], [2.80892, 1.55497, -1.17105], [-1.53235, 2.74724, 0.88807], [-0.91840, 3.83078, 1.74769], [-2.74911, 2.57558, 0.88072], [-1.85409, -0.31053, 1.70198], [-2.90967, -0.90635, 2.37038], [-6.22436, -2.35328, 3.82541], [-4.45676, -2.59789, 4.02718], [-5.15325, -0.94113, 4.11347], [-4.86134, -1.68116, -0.33214], [-2.88882, -0.70586, -1.51997], [-0.30598, 0.38767, -1.24393], [0.65790, 2.49776, -1.66733], [0.56220, 3.75088, -0.44656], [2.87853, 4.09111, -0.44243], [2.22044, 3.91563, 1.22381], [4.95400, 3.47918, 0.33740], [4.28181, 3.23991, 1.98134], [3.44666, -0.24803, 1.48547], [3.44075, 1.12051, 2.63915], [1.33240, 1.70951, 1.92990], [1.34475, 0.34314, 0.77580], [4.95944, 1.62034, -1.22461], [4.27401, 0.04455, -0.71875], [2.22383, 0.70321, -1.54072], [2.89498, 2.32211, -1.94991], [-0.65595, 4.70359, 1.13026], [-1.65016, 4.15080, 2.49739], [-0.01730, 3.47043, 2.26714], [-1.00497, 0.06819, 2.27426], [-2.90067, -0.98205, 3.45977]],
  "forces_ev_per_a": [[0.86, -1.44, -0.41], [-0.56, 1.88, -1.21], [0.65, -1.25, 1.36], [-0.25, -0.77, -0.07], [-0.82, 0.36, -0.58], [-0.20, -0.14, 0.21], [-0.09, 0.26, 0.00], [0.09, 0.22, 0.03], [0.71, -0.10, 0.29], [-0.38, -0.01, -0.35], [-0.14, -0.18, -0.20], [-0.25, 0.03, 0.03], [0.02, 0.23, 0.06], [0.29, 0.03, 0.16], [0.50, -0.21, 0.09], [0.03, 0.05, -0.48], [0.55, -0.01, 0.22], [0.34, 0.39, 0.04], [-0.14, -0.18, 0.85], [0.49, 0.38, -0.11], [-0.33, -0.71, 0.70], [-0.13, 2.63, 0.46], [-1.01, -1.10, -0.25], [0.03, 0.11, -0.49], [0.86, 0.11, 0.01], [-1.25, -0.19, -0.41], [0.93, -1.13, 0.19], [-0.46, 0.16, -0.18], [1.26, 0.24, -0.24], [-0.82, 0.39, -0.48], [0.91, 0.00, 1.15], [-1.22, 0.47, 0.15], [-1.15, -0.18, 0.36], [-0.14, 0.26, 0.24], [2.05, 0.10, -0.18], [0.08, 0.33, -0.86], [-0.76, -0.33, -0.13], [0.20, 0.08, 0.10], [-0.20, 0.14, -0.15], [-0.03, -0.22, -0.18], [0.19, 0.05, 0.08], [-0.16, 0.07, 0.31], [-0.05, -0.30, 0.18], [-0.08, -0.12, 0.53], [0.07, -0.43, 0.16], [-0.22, -0.10, 0.24], [0.00, -0.08, -0.34], [-0.12, -0.09, 0.27], [0.13, -0.03, -0.31], [0.02, 0.29, 0.15], [0.05, -0.19, -0.25], [0.02, -0.19, -0.38], [0.04, 0.38, 0.13], [-0.13, -0.26, 0.11], [0.13, 0.30, -0.01], [-0.01, 0.34, 0.02], [-0.22, -0.24, 0.12], [-0.01, -0.19, 0.22], [0.16, -0.05, -0.23], [-0.16, 0.14, -0.19], [-0.22, -0.01, -0.11], [0.05, 0.02, -0.43]],
  "e_tot_ha": -1340.355946,
  "charge": 1,
  "lumo_energy_ev": -2.7282,
  "e_homo_ev": -9.72,
  "gap_ev": 7.0
}